# 1
DFT (the ωB97M-V functional and the def2-TZVPD basis) results for 8 unconnected molecules or ions with the total composition C10H24FN7O17.

Output
Multiplicity   1
Energy   -58693.4285 eV
Orbital gap   0.3854 hartree
SMILES string   O=C1OC[C@@H](F)O1.C[N+](=O)[O-].C[N+](=O)[O-].C[N+](=O)[O-].C[N+](=O)[O-].C[N+](=O)[O-].C[N+](=O)[O-].C[N+](=O)[O-]

```
59
Properties=species:S:1:pos:R:3:forces:R:3
H 2.060 -1.757 1.192 -0.873 0.258 0.033
H -2.015 4.893 -3.603 0.091 0.519 0.069
O 3.403 2.178 -0.790 0.193 -1.046 -0.242
H 5.334 0.615 -1.476 -0.197 -0.491 -0.086
H 0.171 1.357 -1.496 0.150 -0.911 0.118
O -0.650 -1.082 -0.659 0.201 0.043 0.292
N -0.948 0.015 -0.206 -0.024 -0.018 -0.188
H -1.091 2.094 -0.658 -0.530 -0.427 0.193
N -3.125 -1.795 -2.628 -2.743 -2.048 3.129
O -1.586 -5.986 1.345 0.423 0.245 0.470
C 4.750 0.235 -0.638 0.226 0.225 0.398
H 2.125 6.076 -0.240 0.366 0.359 0.555
H -0.666 -3.476 0.213 -0.938 -0.306 -0.095
O -1.779 -3.532 3.479 -0.307 1.999 -0.689
H 3.002 4.661 0.382 -0.075 0.045 0.478
C 2.141 5.311 0.536 -0.913 -0.395 -1.840
O -1.347 2.725 -4.200 -1.694 -2.210 1.682
H 4.609 -0.838 -0.509 -0.413 0.121 -0.999
C -1.090 5.042 -4.161 -0.492 -0.884 1.146
H -3.681 -3.096 -4.135 0.649 0.159 -0.381
H -3.522 -1.559 5.190 -0.225 -0.304 0.122
O 1.220 0.353 2.750 -1.944 -0.645 1.483
O 3.242 1.419 2.642 -1.008 -0.018 0.703
H 5.327 0.434 0.265 -0.499 0.971 0.191
O 0.096 3.596 -5.488 -0.183 0.029 0.527
O 0.210 4.966 -0.836 1.202 -1.019 1.339
N -2.337 -2.470 3.772 0.223 0.936 -0.045
H 0.712 -4.443 -0.023 -0.141 -0.293 -0.521
O -3.248 -0.653 -2.244 0.928 0.117 -0.420
N -0.550 -5.345 1.244 -1.987 -0.035 -1.288
H -2.405 -1.736 -4.565 0.086 -0.773 -0.181
O 2.431 0.271 -0.513 -0.592 -0.247 -0.104
H 0.009 -1.490 2.436 -0.782 1.370 0.346
N 0.933 4.472 0.059 -0.334 0.862 0.143
C -0.840 1.152 -1.145 -0.006 1.194 -0.379
H 2.162 -2.603 2.752 0.599 -0.189 -0.216
N -0.773 3.656 -4.614 2.152 2.320 -3.331
O -1.391 0.209 0.904 0.275 -0.045 -0.215
F 0.796 -1.422 4.275 0.226 0.598 -0.148
O 0.410 -5.398 1.921 2.075 -0.766 3.105
C -3.238 -2.587 4.962 0.675 0.949 -0.261
H -0.262 5.227 -3.476 -0.187 0.602 -0.051
H -1.492 0.906 -1.983 0.094 0.159 0.142
H -0.858 -5.158 -0.663 -0.005 1.105 -0.683
H -4.088 -3.235 4.750 0.387 -0.076 0.094
H -4.073 -1.361 -4.405 -0.112 -0.153 0.185
H -1.196 5.752 -4.981 0.327 -0.411 0.055
C 2.019 -1.634 2.274 2.061 -2.293 0.853
C 0.867 -1.071 2.961 -0.264 1.057 -1.930
C -3.317 -2.071 -4.070 0.121 0.612 0.023
O 0.758 3.417 0.618 -0.239 0.317 -0.499
O -3.213 -2.779 -1.824 1.052 2.063 -2.333
C -0.372 -4.516 0.071 0.503 0.167 -0.973
C 2.562 0.428 2.741 0.428 2.660 -1.351
O -2.157 -1.309 3.325 -0.063 -3.254 0.394
O 3.073 -0.744 2.619 1.579 -2.775 0.003
H -2.498 -2.949 5.675 -0.739 -0.299 0.429
N 3.407 0.958 -0.674 1.234 0.556 0.979
H 1.981 5.675 1.551 -0.015 -0.288 -0.226
```
Positions in Å, forces in eV/Å.

# 2
DFT (the ωB97M-V functional and the def2-TZVPD basis) results for a molecular structure, C10H24MoN6O3.

Output
Multiplicity   3
Total charge   +2
Energy   -27684.8466 eV
Orbital gap (spin up / spin down)   0.3233 / 0.3050 hartree

```
44
Properties=species:S:1:pos:R:3:forces:R:3
H 3.045 -0.797 2.261 0.426 0.266 -0.997
H -2.443 0.614 -1.635 -0.393 -0.485 0.224
C -0.927 -1.279 2.243 0.619 0.904 -1.544
N -1.756 -0.700 -0.070 -0.867 -0.063 0.283
H -0.411 -2.194 1.929 -0.224 0.006 0.202
O 3.507 1.855 1.727 1.288 1.195 1.003
H -1.636 -2.807 -0.338 -0.840 0.745 -0.535
H -3.646 0.323 -0.276 -0.025 -0.158 -0.388
O 0.928 0.744 -1.962 0.481 0.433 -0.113
H 1.691 3.288 -0.156 0.089 -0.151 -0.611
O 1.228 2.826 -2.747 -0.510 0.348 -0.952
H -1.415 -1.039 -2.869 -0.096 0.843 0.236
H 2.858 -1.377 -0.624 -0.061 0.270 0.533
H -2.901 -1.720 1.513 0.227 0.002 -0.534
N 0.250 -1.662 -1.688 -0.385 1.348 -1.281
C 2.963 1.005 1.113 0.234 -0.664 0.043
H -2.579 -0.065 1.731 -0.295 0.773 0.452
H 0.788 -1.410 -2.549 -0.216 -0.174 1.010
C 3.286 -0.448 1.214 0.638 -1.920 1.078
Mo 0.544 -0.045 -0.193 -0.122 1.448 -0.040
N 1.976 1.241 0.226 -1.104 -0.102 -0.928
H -0.434 0.762 2.317 1.140 -1.554 -0.486
H 0.497 -2.580 -1.428 0.771 -1.359 0.438
H 3.189 2.650 -0.733 -0.002 -0.088 -0.528
C 2.133 2.396 -0.643 -0.410 -0.008 1.655
H -0.190 2.643 0.289 0.060 0.845 0.606
N 0.063 -0.137 2.003 -0.364 0.336 1.934
H -2.693 2.625 -0.322 0.033 -0.257 0.069
C -2.050 -1.931 -0.923 2.292 0.688 1.115
H 0.882 -0.250 2.668 -1.248 0.325 -0.975
H -1.238 -1.342 3.266 -0.026 -0.113 0.640
C -2.103 1.790 0.080 -0.395 0.095 -0.462
H -1.264 -2.697 -2.706 0.069 -0.345 -0.184
C -2.126 -0.953 1.360 0.153 -0.873 0.194
H -2.196 1.850 1.147 -0.304 -0.199 0.578
C -1.164 -1.782 -2.132 -0.440 -1.324 -0.590
C 1.399 2.021 -1.897 0.764 0.133 -0.718
N 2.387 -1.194 0.276 -0.077 -0.832 -0.439
C -2.601 0.467 -0.556 1.118 0.800 0.599
N -0.685 1.965 -0.242 -0.459 -2.049 -0.509
H -3.096 -2.038 -1.142 -0.489 -0.106 -0.024
H -0.624 2.215 -1.216 0.068 0.377 -0.331
H 4.373 -0.715 1.025 -1.292 0.653 0.244
H 2.193 -2.120 0.655 0.175 -0.009 0.033
```
Positions in Å, forces in eV/Å.

# 3
DFT (the ωB97M-V functional and the def2-TZVPD basis) results for a gas-phase ion, C10H24N2P (charge +1).

Output
Multiplicity   1
Total charge   +1
Energy   -23022.8938 eV
Orbital gap   0.3795 hartree
SMILES string   CCCN(C)/C(C)=[NH+]\P[C@H](C)CC

```
37
Properties=species:S:1:pos:R:3:forces:R:3
C -2.220 -1.408 1.307 0.056 0.258 -0.061
C -3.946 1.644 -0.381 -0.116 -0.164 0.002
H 1.220 -3.083 -0.016 -0.045 0.048 -0.013
H 3.644 -0.624 -0.421 -0.061 -0.012 -0.086
H -1.775 0.684 1.052 -0.018 -0.011 -0.096
H 2.321 -1.984 0.802 0.016 0.039 0.014
N -0.197 -1.235 -0.857 -0.155 -0.305 -0.060
C 3.143 0.298 -0.704 0.643 0.339 0.325
H 1.805 1.896 -1.971 0.037 -0.054 0.044
C -2.326 -0.103 0.520 0.090 -0.165 -0.153
H -2.652 -2.239 0.751 -0.045 -0.105 -0.043
C 1.873 -2.226 -0.160 0.112 -0.143 0.055
H -4.986 1.957 -0.378 -0.052 0.086 -0.065
H 2.798 2.256 0.156 0.070 0.074 -0.081
C -3.789 0.338 0.386 0.157 0.196 -0.127
H -3.351 2.433 0.073 0.061 0.115 -0.001
P -1.596 -0.193 -1.209 -0.308 0.124 0.542
H 2.794 1.579 2.513 -0.053 0.012 0.119
H 0.345 1.627 -1.008 0.092 0.028 -0.078
C 3.278 1.317 0.435 -0.082 -0.282 0.035
H 3.208 -0.075 2.093 0.026 -0.119 0.078
H -4.203 0.457 1.389 0.005 -0.114 0.011
H 1.628 0.590 1.645 -0.143 -0.043 0.060
C 1.070 1.153 -1.674 -0.371 0.433 -0.327
H 4.340 1.520 0.570 0.021 0.075 -0.088
H -2.777 -1.310 2.236 -0.028 -0.042 0.108
C 2.688 0.816 1.747 0.126 0.142 -0.162
H 2.666 -2.523 -0.844 0.031 0.034 -0.003
H 0.549 0.805 -2.568 0.050 0.080 0.092
H 3.631 0.685 -1.602 -0.068 -0.135 0.010
H -1.190 -1.645 1.570 0.048 -0.080 0.035
H -4.359 -0.450 -0.112 -0.040 -0.081 0.073
N 1.745 0.050 -1.028 -0.149 -0.324 0.038
H -3.631 1.526 -1.419 -0.064 0.158 -0.048
H -0.496 -2.172 -0.604 0.263 0.209 0.016
H -2.365 -1.307 -1.587 -0.144 -0.107 -0.133
C 1.113 -1.055 -0.705 0.036 -0.164 -0.031
```
Positions in Å, forces in eV/Å.

# 4
DFT (the ωB97M-V functional and the def2-TZVPD basis) results for 3 unconnected molecules or ions with the total composition C10H25B5O14.

Output
Multiplicity   1
Energy   -42828.4467 eV
Orbital gap   0.3484 hartree
SMILES string   CCOCB1OB(CB(O)O)OB(B(O)O)O1.COC(=O)OC.COC(=O)OC

```
54
Properties=species:S:1:pos:R:3:forces:R:3
H 1.203 -1.007 4.193 -0.141 0.219 0.007
H -4.932 -2.578 2.100 1.075 -1.670 -0.306
O -3.708 2.454 0.094 -0.099 -3.572 0.715
C 0.164 -1.978 0.028 1.093 -0.915 1.717
H -5.899 0.764 -0.697 2.212 -1.368 0.309
O 1.911 0.868 4.757 0.176 0.571 -0.936
H 7.143 2.503 -1.335 -0.023 0.163 -0.216
B -5.238 -3.965 0.675 -0.742 -1.443 3.078
C 4.978 3.102 -2.731 0.196 -0.342 -0.358
B -3.021 -2.617 -2.027 -0.358 0.322 -0.985
H 3.857 3.858 2.458 -0.147 -0.258 0.254
O -2.193 0.663 -0.892 -2.328 0.963 1.994
H 1.877 3.100 -3.709 0.305 0.105 0.223
C 1.112 -3.281 0.456 -0.384 0.211 0.124
H 2.937 1.680 -3.627 0.140 0.196 -0.124
H -0.055 0.188 4.683 0.207 -0.104 -0.128
O -5.757 -2.332 -1.378 4.114 0.496 1.516
B -3.544 1.073 -0.463 1.400 1.564 0.241
H 0.995 -0.564 5.899 0.210 0.286 -0.167
H -1.475 1.005 -0.283 -1.399 -0.150 -1.107
C 0.957 -0.185 4.874 -0.340 -0.397 0.080
O 1.294 1.119 2.558 0.895 0.409 1.308
H 7.321 4.165 -0.741 -0.362 -0.020 -0.143
C 6.959 3.556 -1.574 0.530 -0.075 0.076
H -0.980 -1.401 -2.255 -1.032 -2.203 0.982
O -3.757 -3.887 -1.695 -0.345 4.524 1.499
O 5.562 3.801 -1.724 -0.635 -0.441 -0.692
O -4.409 -3.388 1.791 -3.077 0.198 -1.822
H -7.126 -4.506 0.385 1.625 -1.386 0.910
C -4.905 0.129 -0.510 -0.206 -0.233 0.382
O -1.150 -2.516 -0.354 1.339 1.355 -1.597
C 1.970 1.434 3.525 -0.139 -0.042 -0.257
H 0.047 -1.349 1.032 0.001 -1.131 -2.341
O 2.910 2.412 3.555 -0.764 -0.882 0.189
H 2.155 3.604 2.024 0.133 -0.232 -0.029
B -4.791 -1.184 -1.494 -0.516 -1.098 -1.752
H 7.502 3.849 -2.478 -0.127 -0.216 0.111
H 3.413 2.409 1.535 -0.221 0.106 0.103
C 3.082 3.100 2.318 0.098 0.296 -0.489
O -6.360 -4.932 0.911 0.921 3.826 -1.102
O 5.540 2.317 -3.479 -0.820 1.164 1.119
H -5.032 -0.297 0.597 0.207 0.767 -2.181
O 3.662 3.429 -2.761 1.072 -0.119 0.214
H -0.816 -3.320 -2.373 -0.857 1.688 1.112
C 2.915 2.764 -3.778 -0.326 -0.238 -0.386
H 1.859 -3.013 1.348 -1.498 -0.468 -2.174
H 0.358 -4.085 0.879 1.622 1.552 -0.986
C -1.376 -2.436 -1.816 0.245 -0.453 -0.709
B -4.875 -3.430 -0.844 -0.061 0.709 -3.713
H 1.695 -3.705 -0.483 -1.190 0.793 2.114
H 0.697 -1.335 -0.792 -1.284 -1.176 1.415
H 3.297 3.027 -4.770 0.039 -0.183 0.200
O -3.723 -1.386 -2.535 -1.079 -2.314 4.330
H -4.251 2.304 0.927 0.646 0.649 -1.620
```
Positions in Å, forces in eV/Å.

# 5
DFT (the ωB97M-V functional and the def2-TZVPD basis) results for 2 unconnected molecules or ions with the total composition C10H25BNO5.

Output
Multiplicity   1
Total charge   +1
Energy   -23174.1031 eV
Orbital gap   0.3618 hartree

```
42
Properties=species:S:1:pos:R:3:forces:R:3
O -0.232 -5.132 -2.768 -0.234 -0.156 0.336
C -1.519 -4.800 -2.596 -1.567 -1.056 -1.106
O 0.335 -2.286 -2.319 0.126 -0.239 -0.014
C -0.271 -0.936 2.526 0.137 0.055 -0.073
H 2.122 1.276 -1.494 0.065 0.019 0.023
N -0.015 2.400 0.070 -0.049 0.136 -0.134
H -1.248 -0.899 3.007 -0.038 -0.044 -0.024
H -1.825 0.842 1.799 0.060 0.033 0.044
H -1.691 2.673 2.629 0.012 -0.063 0.005
H 1.577 -5.223 -1.899 0.413 -0.203 -0.076
H 0.299 -5.250 -0.747 -0.171 -0.263 0.211
C -1.108 1.383 -0.180 0.067 -0.114 0.012
H -2.001 1.965 -0.403 -0.056 -0.020 -0.026
C 0.618 -4.782 -1.672 -0.152 0.719 -0.232
H 1.204 1.348 1.430 -0.078 -0.085 -0.016
C -1.432 0.370 0.901 -0.002 -0.121 0.068
H 0.444 -0.357 3.118 -0.054 0.003 0.035
H 0.386 2.421 -2.012 0.034 0.012 -0.041
O 1.686 -2.843 -0.430 -0.078 0.175 -0.308
C 0.161 3.132 -1.226 -0.065 -0.039 -0.009
H 1.184 -2.824 0.380 0.099 -0.035 0.658
B 0.871 -3.236 -1.475 -0.011 -0.146 0.141
O -0.312 -0.437 1.189 -0.059 -0.039 0.154
H 1.206 -0.032 -0.730 0.010 -0.039 0.100
H -1.273 3.967 0.660 -0.004 0.030 -0.048
H -0.814 0.853 -1.084 -0.011 -0.038 -0.017
H 0.431 4.171 1.057 0.012 0.026 -0.069
H 2.798 0.394 -0.144 0.001 0.002 0.079
H -0.579 3.906 3.144 0.068 0.045 -0.041
H 0.985 -2.028 -2.972 0.032 0.412 -0.442
H -0.767 3.648 -1.456 -0.003 0.038 -0.035
C 1.873 0.807 -0.543 -0.047 -0.027 -0.258
H 0.021 2.282 2.872 0.025 0.004 0.002
C -0.674 3.032 2.501 -0.132 -0.015 0.011
C 1.319 1.800 0.453 0.268 -0.106 0.105
O -2.422 -5.398 -3.135 1.156 0.746 0.490
H 0.067 -1.970 2.499 -0.021 -0.022 0.011
H -1.740 -3.930 -1.967 0.386 0.151 0.333
C -0.399 3.466 1.071 -0.014 0.004 0.301
H 0.971 3.845 -1.111 0.027 0.035 -0.045
H -2.235 -0.261 0.501 -0.072 0.131 -0.080
H 2.001 2.645 0.560 -0.081 0.091 -0.025
```
Positions in Å, forces in eV/Å.

Q: What is the formula in the first record?
A: C10H24FN7O17

Q: Among the records above, which one has the highest energy?
A: C10H24N2P

Q: Which of these has the lowest energy?
A: C10H24FN7O17